No. 1
Below is a structure of composition C26H26BI2N9OS2SeTa, with properties calculated with ωB97M-V with the def2-TZVPD basis set.

Properties
Kohn-Sham gap = 5.0 eV
Energy above the lowest of the compared OMol25 structures with the same formula, charge and spin = 165.4 kJ/mol
HOMO level = -0.5608 hartree
Charge = +3

Atoms and positions in Å:
Ta (-0.294, -0.210, -0.414)
I (-0.179, 6.509, -4.192)
C (0.028, 4.655, -3.318)
C (-0.251, 3.508, -4.068)
C (-0.108, 2.258, -3.482)
I (-0.677, 0.499, -4.422)
C (0.338, 2.209, -2.175)
O (0.467, 1.015, -1.514)
C (0.571, 3.318, -1.393)
C (0.959, 3.049, 0.044)
N (0.022, 2.103, 0.730)
C (-1.296, 2.710, 0.944)
C (-2.276, 2.266, -0.087)
C (-3.396, 3.022, -0.388)
C (-4.325, 2.546, -1.290)
C (-4.113, 1.308, -1.886)
C (-2.987, 0.604, -1.546)
N (-2.067, 1.065, -0.658)
C (0.414, 4.565, -1.979)
H (-0.587, 3.597, -5.092)
H (0.991, 3.990, 0.595)
H (1.954, 2.603, 0.090)
H (0.416, 1.893, 1.642)
H (-1.239, 3.800, 0.954)
H (-1.676, 2.408, 1.922)
H (-3.528, 3.983, 0.093)
H (-5.206, 3.128, -1.530)
H (-4.805, 0.901, -2.611)
H (-2.791, -0.357, -1.997)
H (0.592, 5.464, -1.402)
C (-2.723, -3.108, 3.095)
N (-1.328, -2.682, 3.229)
C (-0.406, -3.338, 4.019)
C (0.708, -2.574, 4.032)
N (0.466, -1.451, 3.269)
B (1.333, -0.150, 3.330)
N (2.728, -0.431, 2.695)
C (3.949, -0.177, 3.279)
C (4.907, -0.344, 2.337)
N (4.263, -0.692, 1.170)
C (4.942, -0.988, -0.096)
C (2.942, -0.727, 1.414)
S (1.806, -1.309, 0.202)
C (-0.769, -1.542, 2.781)
S (-1.571, -0.386, 1.720)
H (-2.768, -4.075, 2.601)
H (-3.271, -2.362, 2.528)
H (-3.167, -3.189, 4.084)
H (-0.633, -4.273, 4.503)
H (1.642, -2.721, 4.547)
H (1.463, 0.202, 4.467)
H (0.796, 0.656, 2.641)
H (4.029, 0.103, 4.315)
H (5.979, -0.254, 2.389)
H (5.871, -0.427, -0.123)
H (4.311, -0.676, -0.923)
H (5.156, -2.052, -0.167)
Se (-3.143, -3.147, -0.556)
N (-2.487, -4.300, -1.739)
C (-1.332, -3.841, -2.187)
C (-0.422, -4.383, -3.157)
C (0.697, -3.653, -3.430)
C (0.965, -2.400, -2.782)
N (0.151, -1.897, -1.886)
C (-0.956, -2.610, -1.613)
N (-1.726, -2.042, -0.733)
H (-0.631, -5.326, -3.647)
H (1.421, -4.005, -4.153)
H (1.856, -1.834, -3.026)

Löwdin population analysis, charges in e, atoms 1 to 6:
1. Ta 1.535
2. I 1.029
3. C -0.729
4. C -0.175
5. C -0.617
6. I 1.088

No. 2
Below is a cluster of 2 separate species, C6H12N2 in total, with properties calculated with ωB97M-V with the def2-TZVPD basis set.

Properties
Kohn-Sham gap = 9.6 eV
Energy above the lowest of the compared OMol25 structures with the same formula, charge and spin = 37.4 kJ/mol
HOMO level = -0.3191 hartree

Atoms and positions in Å:
C (-0.674, 3.166, -0.432)
C (-1.995, 2.418, -0.681)
H (-0.771, 3.796, 0.442)
H (0.172, 2.493, -0.327)
H (-0.324, 3.810, -1.239)
H (-1.781, 1.348, -0.600)
H (-2.687, 2.743, 0.083)
H (-2.367, 2.461, -1.708)
C (-0.823, -0.281, 1.661)
C (-0.145, -1.809, -0.329)
C (0.075, -0.869, 0.632)
C (1.964, -1.228, -0.298)
N (1.081, -2.069, -0.901)
N (1.410, -0.503, 0.625)
H (-1.023, -2.417, -0.470)
H (1.166, -2.421, -1.845)
H (-1.560, 0.447, 1.307)
H (-0.253, 0.271, 2.403)
H (2.998, -1.209, -0.597)
H (-1.403, -1.062, 2.149)

Löwdin population analysis, charges in e, atoms 1 to 6:
1. C -0.161
2. C -0.160
3. H 0.055
4. H 0.051
5. H 0.056
6. H 0.034

No. 3
Below is a cluster of 2 separate species, C6H14NO in total, with properties calculated with ωB97M-V with the def2-TZVPD basis set.

Properties
Kohn-Sham gap (spin up / spin down) = 10.3 / 6.9 eV
Energy above the lowest of the compared OMol25 structures with the same formula, charge and spin = 71.4 kJ/mol
<S²> = 0.75
HOMO level (spin up / spin down) = -0.6983 / -0.6979 hartree
Charge = +2
Multiplicity = 2

Atoms and positions in Å:
C (-0.537, 0.773, -1.335)
C (0.524, -0.300, -1.625)
C (0.946, -1.401, -0.726)
C (2.076, -2.185, -1.026)
C (0.412, -1.066, 1.709)
C (0.217, -1.659, 0.535)
N (-0.596, 1.359, 0.030)
H (-1.528, 0.361, -1.546)
H (-0.439, 1.561, -2.050)
H (1.436, 0.236, -1.934)
H (0.264, -0.858, -2.538)
H (2.559, -2.010, -1.987)
H (2.561, -2.943, -0.413)
H (1.288, -0.557, 2.128)
H (-0.135, -1.511, 2.545)
H (-0.579, -2.407, 0.445)
H (-0.905, 0.632, 0.688)
H (-1.362, 2.026, 0.149)
H (0.271, 1.672, 0.456)
H (-2.786, 2.260, 2.069)
H (-1.766, 3.382, 2.506)
O (-1.921, 2.633, 1.921)

Löwdin population analysis, charges in e, atoms 1 to 6:
1. C -0.092
2. C -0.080
3. C -0.123
4. C 0.322
5. C 0.063
6. C -0.106

No. 4
Below is a structure of composition C18H28Cl2F4IrN4O2, with properties calculated with ωB97M-V with the def2-TZVPD basis set.

Properties
Kohn-Sham gap (spin up / spin down) = 8.8 / 6.7 eV
Energy above the lowest of the compared OMol25 structures with the same formula, charge and spin = 37.4 kJ/mol
<S²> = 0.78
HOMO level (spin up / spin down) = -0.5604 / -0.5619 hartree
Charge = +2
Multiplicity = 2

Atoms and positions in Å:
Ir (0.535, -0.135, -0.150)
C (-0.279, -3.815, -0.295)
C (0.674, -3.141, -1.262)
N (0.367, -1.701, -1.569)
C (1.395, -1.213, -2.545)
C (1.715, 0.260, -2.301)
C (-1.013, -1.613, -2.121)
C (-1.384, -0.172, -2.381)
N (-1.006, 0.654, -1.223)
C (-1.697, 1.837, -1.063)
C (-2.076, 2.327, 0.202)
F (-1.771, 1.653, 1.317)
C (-2.833, 3.474, 0.341)
F (-3.177, 3.850, 1.561)
C (-3.238, 4.207, -0.759)
C (-2.865, 3.761, -2.015)
F (-3.198, 4.445, -3.093)
C (-2.124, 2.607, -2.170)
F (-1.738, 2.278, -3.402)
H (-1.214, -4.109, -0.766)
H (0.193, -4.723, 0.079)
H (-0.512, -3.188, 0.564)
H (0.676, -3.662, -2.224)
H (1.696, -3.185, -0.888)
H (1.063, -1.371, -3.573)
H (2.293, -1.814, -2.407)
H (1.010, 0.956, -2.742)
H (2.706, 0.517, -2.678)
H (1.910, 0.563, -1.207)
H (-1.689, -2.028, -1.381)
H (-1.078, -2.196, -3.044)
H (-2.458, -0.096, -2.548)
H (-0.890, 0.205, -3.278)
H (-3.827, 5.107, -0.641)
N (2.045, -1.267, 0.919)
C (3.029, -0.859, 1.995)
C (3.399, 0.615, 2.086)
C (2.457, 1.485, 2.930)
C (1.004, 1.358, 2.508)
N (0.894, 1.583, 1.025)
H (1.411, -1.961, 1.309)
H (2.619, -1.635, 0.171)
H (3.935, -1.428, 1.792)
H (2.652, -1.226, 2.950)
H (3.554, 1.010, 1.074)
H (4.389, 0.667, 2.541)
H (2.791, 2.524, 2.895)
H (2.528, 1.176, 3.974)
H (0.351, 2.057, 3.026)
H (0.636, 0.359, 2.719)
H (1.795, 1.946, 0.723)
H (0.242, 2.339, 0.844)
Cl (-2.645, -3.223, 2.499)
C (-2.470, -1.459, 2.581)
Cl (-3.991, -0.648, 2.890)
C (-1.887, -1.008, 1.242)
O (-2.546, -0.815, 0.255)
O (-0.569, -0.891, 1.319)
H (-1.788, -1.239, 3.395)

Löwdin population analysis, charges in e, atoms 1 to 6:
1. Ir 1.381
2. C -0.057
3. C -0.205
4. N -0.280
5. C -0.179
6. C -0.074

No. 5
Below is a structure of composition C4H6N2, with properties calculated with ωB97M-V with the def2-TZVPD basis set.

Properties
Kohn-Sham gap = 9.1 eV
Energy above the lowest of the compared OMol25 structures with the same formula, charge and spin = 405.2 kJ/mol
HOMO level = -0.3062 hartree

Atoms and positions in Å:
C (-1.864, -0.358, -0.017)
C (-0.482, -0.342, -0.337)
C (0.082, 0.867, 0.159)
N (1.451, 0.500, 0.311)
C (1.579, -0.721, -0.280)
N (0.467, -1.255, -0.730)
H (-1.232, 0.963, 0.656)
H (-2.096, -0.473, 1.039)
H (-2.599, -0.844, -0.662)
H (-0.068, 1.792, -0.399)
H (2.221, 1.094, 0.573)
H (2.541, -1.223, -0.314)

Löwdin population analysis, charges in e, atoms 1 to 6:
1. C -0.030
2. C -0.411
3. C -0.184
4. N 0.046
5. C -0.187
6. N 0.107

No. 6
Below is the molecule C4H8N2, with properties calculated with ωB97M-V with the def2-TZVPD basis set.

Properties
Kohn-Sham gap = 8.7 eV
Energy above the lowest of the compared OMol25 structures with the same formula, charge and spin = 503.6 kJ/mol
HOMO level = -0.2826 hartree

Atoms and positions in Å:
C (1.968, 0.234, -0.341)
N (1.268, -0.877, 0.333)
C (0.265, -0.564, -0.578)
C (-0.817, 0.234, -0.289)
C (-2.139, -0.181, 0.124)
N (-1.198, 0.374, 1.122)
H (2.712, -0.066, -1.063)
H (2.308, 0.890, 0.422)
H (0.908, -0.541, 1.239)
H (0.405, -0.984, -1.574)
H (1.124, 0.951, -0.821)
H (-2.376, -1.235, 0.275)
H (-2.989, 0.417, -0.168)
H (-1.438, 1.348, 1.318)

Löwdin population analysis, charges in e, atoms 1 to 6:
1. C -0.129
2. N -0.002
3. C -0.241
4. C -0.282
5. C -0.167
6. N -0.005

How do the records compare in largest force on an atom? In the order shown, they have 2.11, 1.36, 2.42, 1.10, 0.34, 3.69 eV/A.